Here is C6H9FS in the gas phase from OMol25. Energies are from wB97M-V/def2-TZVPD.

Computed properties:
Highest occupied orbital energy   -8.96 eV
SMILES   FC[C@@H]1CC[C@@H]2S[C@@H]12
Frontier orbital gap   0.3607 Ha
Energy   -19914.77968 eV

```
17
Properties=species:S:1:pos:R:3:forces:R:3
F -3.228 -0.791 0.300 3.63 0.24 1.22
C -1.769 -0.775 0.737 -0.33 -3.48 -3.48
C -0.775 -0.248 -0.279 -0.29 1.09 1.47
C 0.625 -0.763 0.206 2.56 -1.56 2.95
C 1.756 0.324 -0.099 1.19 1.11 2.12
C 0.810 0.968 -1.038 1.86 0.82 -2.61
S -0.079 2.580 -1.383 0.71 -0.76 -0.80
C -0.361 1.272 -0.228 -1.52 -2.11 -0.70
H -1.574 -0.217 1.606 -0.75 0.35 1.54
H -1.302 -1.882 0.740 -2.28 1.94 0.89
H -0.809 -0.558 -1.272 -1.52 -0.64 -1.48
H 0.543 -0.804 1.323 0.23 -0.07 -0.60
H 1.160 -1.747 -0.006 -1.83 0.67 -0.48
H 1.605 1.073 0.787 2.19 -1.60 -1.00
H 2.903 -0.128 -0.411 -3.54 1.58 0.94
H 0.730 0.077 -1.774 -0.61 2.62 -0.08
H -0.235 1.620 0.790 0.30 -0.19 0.12
```
Positions in Å, forces in eV/Å.

***

Here is a molecular structure, C6H9HoO4 from OMol25. Energies are from wB97M-V/def2-TZVPD.

Computed properties:
Highest occupied orbital energy (alpha / beta)   -17.31 / -16.57 eV
Frontier orbital gap (alpha / beta)   0.2790 / 0.2044 Ha
Energy   -40335.27094 eV
Net charge   +2
Spin multiplicity   5

```
20
Properties=species:S:1:pos:R:3:forces:R:3
O -0.595 1.247 -2.497 -0.80 1.10 1.03
C -0.722 0.124 -3.307 -0.16 -1.87 0.01
C -1.785 -0.093 -4.078 -0.12 -0.25 0.80
H 0.126 -0.558 -3.220 -0.03 0.48 -0.26
H -1.831 -1.017 -4.656 0.11 0.40 -0.03
H -2.666 0.551 -4.050 0.31 -0.01 -0.32
O 1.511 -0.096 1.395 -1.64 -0.63 -1.34
C 0.382 -0.433 0.824 0.93 -1.02 0.70
O 0.413 -1.464 0.098 -2.07 0.32 -0.87
Ho -1.899 -1.173 -0.120 2.62 0.91 0.30
O -2.267 0.876 -0.980 0.65 -1.05 0.25
C -1.522 1.615 -1.632 -0.30 0.68 -2.06
H -1.730 2.689 -1.726 0.46 0.01 0.85
C 1.494 0.274 2.785 0.08 1.32 1.34
H 2.129 1.164 2.861 -0.19 -0.26 -0.05
H 0.469 0.550 3.063 0.22 -0.01 -0.07
C 2.023 -0.853 3.642 0.05 -0.33 -0.17
H 1.342 -1.715 3.619 0.20 0.16 0.06
H 3.014 -1.178 3.297 -0.28 0.12 0.13
H 2.112 -0.508 4.681 -0.06 -0.05 -0.31
```
Positions in Å, forces in eV/Å.

***

Here is a molecular structure, C6H9LiO5Pb from OMol25. Energies are from wB97M-V/def2-TZVPD.

Computed properties:
Highest occupied orbital energy (alpha / beta)   -5.97 / -6.03 eV
Frontier orbital gap (alpha / beta)   0.2104 / 0.2106 Ha
Energy   -22047.38776 eV

```
22
Properties=species:S:1:pos:R:3:forces:R:3
O 2.160 0.823 -0.169 5.01 2.64 3.71
C 2.365 -0.035 0.872 0.99 -2.16 -1.09
C 2.359 -1.413 0.150 0.52 -0.86 1.52
O 1.104 -1.572 -0.426 -0.50 -4.18 0.62
Pb 0.483 0.238 -1.005 2.40 4.68 -8.45
H 2.266 -0.494 1.887 1.78 0.85 0.96
H 3.180 -1.518 -0.589 -0.35 0.53 0.13
O -2.416 -0.693 0.638 -0.14 0.24 0.83
C -1.741 -0.086 1.673 0.32 1.98 -0.90
C -0.786 0.876 1.461 -2.77 0.51 0.48
O -0.799 1.557 0.193 -0.59 0.43 2.53
C -2.087 1.469 -0.423 -0.51 -0.13 0.04
C -2.351 -0.021 -0.646 -0.37 -0.02 -0.42
O -1.325 -0.554 -1.362 -5.26 -3.15 0.07
Li -0.597 -2.187 -0.610 -0.01 -0.11 -0.02
H -2.311 -0.076 2.604 0.89 -0.98 0.19
H -0.375 1.502 2.251 0.05 -0.48 -0.26
H -2.011 1.984 -1.387 0.01 -0.15 0.25
H -2.839 1.944 0.219 0.21 -0.11 -0.10
H -3.338 -0.186 -1.108 0.23 0.02 0.12
H 1.864 0.863 1.785 -1.45 0.54 0.17
H 2.586 -2.178 0.921 -0.46 -0.08 -0.38
```
Positions in Å, forces in eV/Å.

***

Here is a molecular structure, C6H9LiO6 from OMol25. Energies are from wB97M-V/def2-TZVPD.

Computed properties:
Highest occupied orbital energy (alpha / beta)   -5.99 / -6.00 eV
Frontier orbital gap (alpha / beta)   0.2084 / 0.2085 Ha
Energy   -18849.29712 eV

```
22
Properties=species:S:1:pos:R:3:forces:R:3
O -0.199 -2.124 -2.307 -0.19 -0.88 -0.19
C 0.489 -1.535 -1.346 -1.68 1.00 0.69
O 0.684 -0.327 -1.332 0.90 0.96 -0.42
O 0.657 -2.313 -0.336 1.86 1.12 -0.07
C 1.154 -1.823 0.947 -1.49 -1.84 2.93
H 1.544 -2.785 1.332 -1.59 -0.24 0.33
H 1.728 -1.306 1.727 1.77 2.33 -2.72
C -0.972 -1.311 -3.182 0.02 0.49 -0.37
H -1.409 -0.431 -2.693 0.20 -0.28 0.21
H -0.328 -0.961 -3.996 -0.28 -0.12 -0.05
H -1.802 -1.923 -3.549 0.44 0.00 0.00
O -0.271 1.588 0.812 2.28 0.15 1.19
C -1.159 2.050 -0.033 -1.23 -0.99 1.07
C -0.954 0.584 1.684 -3.60 0.63 -0.48
O -0.895 2.575 -1.103 0.90 -0.05 -0.63
O -2.386 1.775 0.360 -0.71 1.47 -0.50
C -2.297 1.341 1.745 0.65 -2.23 -1.20
H 0.110 -0.467 1.476 -0.98 -2.70 -1.73
H -1.164 -0.228 2.397 2.59 1.02 1.75
H -2.351 2.215 2.412 0.28 0.05 -0.26
H -3.154 0.687 1.935 0.16 0.14 0.03
Li 0.597 1.456 -1.707 -0.29 -0.04 0.43
```
Positions in Å, forces in eV/Å.

***

Here is C6H9N in the gas phase from OMol25. Energies are from wB97M-V/def2-TZVPD.

Computed properties:
Highest occupied orbital energy   -7.99 eV
SMILES   C[C@]12C[C@H]1[C@H]1N[C@H]12
Frontier orbital gap   0.3357 Ha
Energy   -7853.36228 eV

```
16
Properties=species:S:1:pos:R:3:forces:R:3
C -1.176 -1.516 0.115 -0.10 -0.15 0.01
C -0.192 -0.443 -0.178 -0.20 -0.24 -0.12
C 1.175 -0.626 -0.749 0.00 -0.05 -0.04
C 1.010 -0.038 0.631 0.13 -0.01 0.33
C 0.536 1.435 0.631 -0.12 -0.56 -0.37
N 0.344 1.868 -0.687 0.22 0.04 -0.32
C -0.690 1.022 -0.264 0.56 -0.28 0.20
H -1.810 -1.212 0.958 0.02 -0.15 -0.09
H -0.660 -2.440 0.384 -0.14 -0.02 -0.01
H -1.822 -1.698 -0.749 0.01 -0.09 0.07
H 1.509 -1.664 -0.727 -0.08 0.23 0.05
H 1.548 -0.057 -1.599 -0.16 0.02 0.30
H 1.405 -0.515 1.516 0.08 -0.05 -0.02
H -0.052 1.793 1.464 1.11 0.77 0.60
H 0.370 2.756 -1.140 -0.48 0.52 0.39
H -1.493 1.334 0.393 -0.86 0.01 -0.97
```
Positions in Å, forces in eV/Å.

***

Here is C6H9N in the gas phase from OMol25. Energies are from wB97M-V/def2-TZVPD.

Computed properties:
Highest occupied orbital energy   -7.66 eV
SMILES   Cc1c[nH]c(C)c1
Frontier orbital gap   0.3182 Ha
Energy   -7856.53032 eV

```
16
Properties=species:S:1:pos:R:3:forces:R:3
C 2.108 0.892 0.813 0.13 0.02 0.08
C 0.888 0.068 0.538 0.11 -0.07 0.01
C 0.821 -1.011 -0.328 0.30 -0.35 0.41
N -0.463 -1.456 -0.356 0.12 0.15 -0.33
C -1.281 -0.519 0.248 0.20 -0.03 -0.07
C -2.111 0.094 -0.850 -0.26 0.07 -0.05
C -0.436 0.331 0.952 0.12 0.14 -0.15
H 2.544 1.228 -0.136 -0.01 -0.03 0.22
H 2.878 0.336 1.356 -0.06 0.08 -0.01
H 1.855 1.784 1.395 0.04 -0.17 -0.08
H 1.598 -1.510 -0.890 0.06 -0.08 0.29
H -0.831 -2.072 -1.063 0.16 0.11 -0.01
H -2.756 -0.601 -1.394 -0.10 0.05 0.16
H -2.656 0.989 -0.558 -0.09 -0.13 0.03
H -1.269 0.374 -1.523 -0.80 0.33 -0.18
H -0.764 1.182 1.545 0.08 -0.08 -0.31
```
Positions in Å, forces in eV/Å.